(1)
DFT (the ωB97M-V functional and the def2-TZVPD basis) results for a molecular structure, C16H22N6SSeTi in a non-equilibrium geometry.

XYZ file:
```
47
Properties=species:S:1:pos:R:3:forces:R:3:nbo_charge:R:1
Ti 8.009848 8.280807 9.310291 1.6289 0.2824 -0.9204 1.55
C 12.183258 9.076356 6.347641 -0.0846 -0.1994 -2.2234 -0.62
C 11.117148 8.479740 5.367361 0.1306 -0.1562 0.8806 -0.25
C 11.776567 7.533168 4.327972 -1.0218 -0.5831 0.6560 -0.58
C 9.903659 7.881192 6.059877 0.8192 -0.0030 1.4406 0.10
C 8.750368 7.511393 5.323353 1.2236 -0.0111 -1.7801 -0.04
C 7.789828 6.674967 5.803376 0.5244 0.0757 -0.3364 -0.23
C 7.776916 6.288917 7.129261 -0.9094 -0.1697 0.7117 0.21
C 6.646353 5.426578 7.597895 -0.8832 0.1579 -0.3220 -0.69
C 8.832339 6.749771 7.986489 -0.5669 0.7443 -0.8364 -0.56
C 9.917308 7.532902 7.414211 0.3658 -0.6446 0.2869 -0.20
H 12.695861 9.858275 5.748633 -0.3133 -0.1278 0.8027 0.28
H 12.982156 8.373500 6.605192 -0.3734 -0.1574 0.0809 0.26
H 11.697499 9.447582 7.225008 0.0012 0.7100 0.6354 0.16
H 10.638839 9.222848 4.729318 0.2483 0.6955 0.0418 0.24
H 12.209814 6.620337 4.816881 -0.0819 0.9925 -0.6386 0.24
H 12.453001 8.140711 3.727794 0.3024 -0.3917 0.1719 0.27
H 10.950026 7.238935 3.678009 0.3813 -0.4101 -0.3439 0.21
H 8.842278 7.706735 4.231688 -0.5611 -0.0329 0.7620 0.28
H 7.192929 6.146054 5.107754 -1.0677 -0.1031 -0.5721 0.28
H 6.689310 5.201472 8.664211 0.2422 -0.5758 -0.1171 0.24
H 6.482627 4.533579 6.929313 0.4925 0.5677 0.8744 0.33
H 5.678279 5.971054 7.477353 0.6259 -0.1799 -0.1737 0.25
H 8.961476 6.076627 8.813998 0.6537 -0.4174 0.8360 0.31
H 10.882407 7.587602 7.946011 -0.6267 0.0826 -0.1265 0.26
N 9.813173 9.238634 9.990539 -1.1297 -0.8114 0.9341 -0.64
N 9.243141 10.014417 11.040753 0.4253 1.1686 -0.3237 -0.43
C 8.741714 9.282629 12.046025 -0.9659 1.2309 1.6278 0.34
N 8.527365 9.824321 13.244984 -1.0438 -2.2110 -1.2670 -0.65
S 8.232687 7.682469 11.613132 -0.2784 -0.7092 0.0668 0.09
H 10.171238 8.446681 10.535003 1.1124 -0.1046 -0.7871 0.43
H 10.543273 9.709886 9.492894 0.5385 0.6192 -0.4178 0.46
H 9.534630 10.995994 11.116564 0.0331 -0.4198 0.1635 0.47
H 8.545920 10.827379 13.317992 0.2743 0.4570 0.6470 0.46
H 7.936689 9.265397 13.915049 0.9070 1.0106 -0.5768 0.48
Se 4.336937 8.133148 8.976219 0.5374 2.5009 -1.7818 1.15
N 4.055674 9.280125 7.501526 3.1357 -1.2555 1.5654 -0.30
C 5.273845 9.829960 7.184959 -1.6954 -0.8867 0.8499 0.02
C 5.491088 10.652245 6.050259 1.1854 0.4435 -0.4639 0.03
C 6.766782 11.280964 5.992066 -2.4603 -0.3265 -1.8870 -0.26
C 7.719313 11.016460 6.914812 2.3264 -0.1802 1.3766 0.16
N 7.560820 10.130622 7.953478 2.5664 0.5259 0.1795 -0.53
C 6.414067 9.560498 8.090944 -4.1060 0.7826 -1.7175 0.33
N 6.149361 8.745430 9.113996 -1.3733 -1.2390 0.2786 -0.80
H 4.749895 10.678972 5.227646 0.3648 0.3693 0.6645 0.31
H 7.081515 11.893008 5.132121 -0.5466 -0.1288 0.4853 0.31
H 8.698319 11.560361 6.773100 -0.9573 -0.9809 0.5933 0.27
```
Forces are in eV/Å.

Values from the calculation:
* charge: +4
* largest force on an atom: 0.0879 Eh/bohr
* multiplicity: 1
* HOMO (alpha / beta): -21.60 / -21.60 eV
* energy relative to the best compared isomer or geometry (same formula, charge and spin): 32.2 kcal/mol
* molar mass: 457.29 g/mol



(2)
DFT (the ωB97M-V functional and the def2-TZVPD basis) results for 2 unconnected molecules or ions with the total composition C16H22NO5P in a non-equilibrium geometry.

XYZ file:
```
45
Properties=species:S:1:pos:R:3:forces:R:3:nbo_charge:R:1
N 8.964586 0.411982 0.985488 -1.9803 1.1738 0.8328 -1.28
P 8.201739 0.944468 2.309792 0.7499 -1.3357 -2.8897 1.25
C 6.467557 1.685574 2.004879 -3.2157 3.2357 3.0232 -0.40
C 5.897908 2.605203 3.068742 0.7720 -2.2654 -2.9940 -0.20
C 4.372583 3.280532 2.948533 -1.6772 3.6860 1.5202 0.51
O 4.059954 4.494638 3.445014 2.1498 -7.8656 -3.0129 -0.51
C 3.249143 2.292342 2.201220 -1.3170 -1.7173 -1.3809 -0.12
C 1.636205 2.297046 2.579055 1.8272 -2.4695 -2.9782 -0.18
C 0.634339 1.236879 1.773996 3.8604 0.2757 -0.6189 -0.22
C 1.239447 0.195291 0.629385 2.5536 2.7131 2.0414 -0.21
C 2.867060 0.215192 0.249480 -1.3058 2.5937 2.7320 -0.19
C 3.870885 1.277275 1.026758 -3.1286 -0.1582 0.9716 -0.10
C 5.505773 1.383727 0.691458 0.5298 -0.4283 -4.3886 0.52
O 5.928806 1.265622 -0.569540 -2.2805 0.5616 7.9670 -0.50
H 8.345821 0.614511 0.169590 0.8057 -0.2708 0.5796 0.39
H 8.007612 -0.230354 3.166654 -0.0676 1.4613 0.1096 -0.03
H 9.050295 1.924391 2.983156 -1.2033 -0.6051 0.2244 -0.03
H 6.554600 2.826697 4.020877 -1.5868 -0.2071 -2.0913 0.25
H 1.230683 3.045033 3.411960 1.0190 -1.8771 -2.1115 0.26
H -0.521760 1.278845 2.064921 2.8944 -0.2890 -0.8630 0.25
H 0.531802 -0.576063 0.080607 1.6059 1.8580 1.3162 0.26
H 3.305438 -0.535023 -0.561549 -1.0573 1.9131 1.9901 0.26
C -6.134830 -3.883971 -0.855663 0.0285 0.3747 -0.1586 -0.25
O -5.547662 -2.597260 -0.961541 0.2353 -0.1885 0.1004 -0.55
C -4.698007 -2.301145 0.149508 -0.3052 0.4102 -0.6146 -0.09
C -3.781300 -1.120242 -0.179614 0.1904 -0.4064 0.1312 -0.09
O -2.636820 -1.502961 -0.952876 -0.3759 0.0450 -0.1459 -0.55
C -2.891785 -1.784302 -2.335381 0.2399 0.3349 0.0533 -0.09
C -3.143755 -0.521354 -3.161626 -0.6487 -0.3228 0.1421 -0.10
O -4.499417 -0.094559 -3.018772 0.1838 0.1649 0.1283 -0.55
C -4.689362 1.242353 -3.452832 -0.0696 -0.3560 0.1344 -0.25
H -6.737799 -3.958799 0.054338 0.0088 -0.1265 0.0498 0.17
H -6.782373 -4.037512 -1.723450 0.1068 0.1406 0.1335 0.20
H -5.361039 -4.656541 -0.862692 -0.0044 -0.1137 0.1270 0.16
H -4.090764 -3.176399 0.402194 0.0709 0.0134 0.0540 0.17
H -5.338978 -2.043260 0.998778 0.0942 -0.0077 0.2151 0.17
H -3.377038 -0.734447 0.763121 0.0244 -0.1469 -0.0927 0.18
H -4.322452 -0.298545 -0.653463 -0.1483 -0.2116 -0.0992 0.20
H -3.695342 -2.517406 -2.448006 -0.1045 0.2685 -0.0261 0.20
H -1.975546 -2.255372 -2.707782 -0.0353 0.1423 0.0991 0.19
H -2.973790 -0.736784 -4.221631 0.2269 -0.0046 -0.0689 0.17
H -2.462190 0.273447 -2.836261 0.0637 -0.0548 0.0013 0.17
H -4.104656 1.928227 -2.831317 0.0796 0.0948 -0.1125 0.16
H -5.747279 1.492993 -3.340642 0.1378 -0.1555 -0.0149 0.20
H -4.408292 1.350030 -4.504863 0.0532 0.1228 -0.0153 0.17
```
Forces are in eV/Å.

Values from the calculation:
* largest force on an atom: 0.1691 Eh/bohr
* multiplicity: 1
* HOMO: -8.60 eV
* energy relative to the best compared isomer or geometry (same formula, charge and spin): 404.8 kcal/mol
* molar mass: 339.33 g/mol



(3)
DFT (the ωB97M-V functional and the def2-TZVPD basis) results for a single C16H22O3 molecule in a non-equilibrium geometry.

XYZ file:
```
41
Properties=species:S:1:pos:R:3:forces:R:3:nbo_charge:R:1
C 2.874840 -1.590884 0.445270 -0.3096 0.7464 -0.4882 -0.60
C 2.266869 -0.534845 -0.537478 -0.2965 -0.9580 -0.3258 -0.07
C 3.412368 0.392670 -0.970892 -0.6640 0.3989 -0.4913 -0.60
C 1.727094 -1.267912 -1.819503 0.3671 -0.1457 -0.7797 -0.40
C 0.633578 -0.479099 -2.583583 0.8972 0.7519 1.3916 -0.40
C -0.614934 -0.146919 -1.713607 -0.0667 0.6053 -0.4600 -0.41
C -0.391732 -0.093627 -0.196865 0.6787 -0.3462 0.4796 -0.05
C -0.682488 -1.509159 0.415662 -0.0140 0.3786 -0.8296 -0.62
C -1.147772 0.961735 0.680916 -1.2392 -0.3891 -0.4598 -0.25
C -2.660786 0.755422 0.873756 -0.1812 -0.2460 -0.2888 -0.10
C -3.669448 0.540991 -0.168721 -0.3226 0.5743 1.3567 -0.33
C -4.890953 0.617743 0.464610 1.1241 -0.1448 -1.5725 0.09
O -4.713159 0.862792 1.787728 -0.3292 -0.4410 0.4303 -0.41
C -3.368499 0.897474 2.034127 1.1593 0.1155 -0.8211 0.08
C -0.323049 1.070144 1.989240 0.4005 0.8973 -1.5526 0.08
O -0.666743 2.242882 2.722836 0.0559 -1.1594 0.6303 -0.71
C 1.115938 1.007904 1.464719 -0.0696 -2.2100 -0.8141 0.02
O 1.421671 1.662451 0.255858 -1.0433 0.9115 -0.2606 -0.51
C 1.093458 0.284536 0.078001 0.6554 -0.1380 2.3966 0.29
H 3.851079 -1.925872 0.093370 -0.0802 -0.1008 -0.2472 0.21
H 3.063818 -1.117848 1.404451 -0.1458 -0.0768 0.2640 0.21
H 2.224540 -2.455891 0.547675 -0.0661 -0.0121 0.2190 0.21
H 3.087683 1.102525 -1.771677 0.2030 -0.2694 0.8869 0.21
H 3.802484 0.907277 -0.097300 0.0596 0.3632 -0.1442 0.22
H 4.213440 -0.190335 -1.407694 0.1613 -0.3182 -0.0066 0.20
H 2.589705 -1.436689 -2.516322 -0.5647 0.2666 0.5337 0.21
H 1.367568 -2.289895 -1.641906 -0.0364 0.2314 0.4502 0.20
H 1.114495 0.456577 -2.927714 -0.3450 -0.2397 0.1504 0.20
H 0.338254 -1.005885 -3.467052 -0.1972 -0.3889 -0.5079 0.21
H -1.403192 -0.835033 -1.960971 -0.3979 -0.5714 0.0868 0.21
H -0.997378 0.803336 -2.068128 -0.0620 0.4407 0.0129 0.21
H -1.751243 -1.695605 0.557402 0.0560 0.3635 -0.0308 0.23
H -0.182708 -1.676615 1.344272 0.3162 0.0773 0.8182 0.21
H -0.342985 -2.298776 -0.239042 0.2108 -0.1546 -0.3351 0.21
H -1.111724 1.932965 0.164329 0.4468 -0.1116 0.1255 0.23
H -3.516697 0.454175 -1.231579 0.0198 -0.1608 0.0134 0.23
H -5.879877 0.511752 -0.042158 0.8113 0.2677 1.3198 0.21
H -2.910391 1.064603 3.021954 -1.1586 0.0332 -0.4646 0.22
H -0.439812 0.194584 2.623518 -0.3002 0.1369 0.2542 0.19
H -0.433748 2.986499 2.184299 0.1757 0.7164 -0.4897 0.47
H 1.900434 0.839850 2.208200 0.0916 0.3059 -0.4499 0.19
```
Forces are in eV/Å.

Values from the calculation:
* largest force on an atom: 0.0484 Eh/bohr
* multiplicity: 1
* HOMO: -8.61 eV
* energy relative to the best compared isomer or geometry (same formula, charge and spin): 64.7 kcal/mol
* molar mass: 262.35 g/mol



- Which value of energy relative to the best compared isomer or geometry (same formula, charge and spin) does entry 1 give?
  32.2 kcal/mol



- largest force on an atom of number 1 (C16H22N6SSeTi)?
  0.0879 Eh/bohr